Entry from the Open Molecules 2025 dataset: the molecule C28H26BrNO8 (the ωB97M-V functional and the def2-TZVPD basis).

## Properties
LUMO level, eV: 0.21
Net charge: 0
SMILES: COC(=O)[C@H](Cc1ccccc1)NC(=O)O[C@@H]1C(=O)c2cc(OC)ccc2O[C@H]1c1ccc(OC)c(Br)c1
Frontier orbital gap, eV: 8.48
Calculated total energy, eV: -117371.2120

Each atom is followed by the atoms it is bonded to, with distances in Å.
Atoms and positions in Å:
1 Br -0.387 -1.402 5.219  C11 1.894
2 O -7.030 -0.156 -2.896  C20 1.409, C36 1.359
3 O 4.171 0.271 -4.833  C14 1.424, C21 1.330
4 O -2.007 -1.361 -2.908  C23 1.208
5 O 2.099 -0.024 4.542  C24 1.353, C28 1.406
6 O -2.926 0.219 0.767  C12 1.417, C38 1.357
7 O 3.756 -1.533 -3.570  C21 1.204
8 O 0.000 -1.071 -1.062  C16 1.358, C33 1.413
9 O -0.214 0.863 -2.238  C16 1.207
10 N 1.667 -0.394 -2.358  C16 1.346, C35 1.442, H59 1.011
11 C 0.007 -0.489 3.606  Br1 1.894, C24 1.398, C37 1.377
12 C -1.597 0.258 0.275  O6 1.417, C19 1.503, C33 1.543, H40 1.100
13 C -5.194 0.437 0.164  C22 1.375, C38 1.395, H49 1.078
14 C 5.286 -0.394 -5.416  O3 1.424, H41 1.092, H45 1.091, H62 1.087
15 C -3.637 -0.420 -1.461  C23 1.465, C27 1.399, C38 1.399
16 C 0.421 -0.117 -1.933  O8 1.358, O9 1.207, N10 1.346
17 C 3.367 1.858 -1.563  C25 1.391, C26 1.389, C30 1.505
18 C 3.690 3.016 0.531  C25 1.383, C31 1.385, H51 1.081
19 C -0.624 0.247 1.421  C12 1.503, C34 1.386, C37 1.390
20 C -6.829 -0.597 -4.219  O2 1.409, H43 1.089, H47 1.094, H58 1.094
21 C 3.492 -0.410 -3.916  O3 1.330, O7 1.204, C35 1.521
22 C -6.208 0.336 -0.760  C13 1.375, C36 1.402, H63 1.078
23 C -2.313 -0.931 -1.822  O4 1.208, C15 1.465, C33 1.534
24 C 1.265 0.110 3.485  O5 1.353, C11 1.398, C32 1.390
25 C 3.044 2.888 -0.686  C17 1.391, C18 1.383, H50 1.081
26 C 4.342 0.945 -1.181  C17 1.389, C29 1.384, H53 1.078
27 C -4.673 -0.501 -2.399  C15 1.399, C36 1.383, H64 1.078
28 C 3.381 0.551 4.467  O5 1.406, H42 1.095, H52 1.094, H60 1.089
29 C 4.982 1.064 0.041  C26 1.384, C31 1.384, H54 1.080
30 C 2.683 1.800 -2.902  C17 1.505, C35 1.542, H55 1.091, H57 1.093
31 C 4.665 2.103 0.898  C18 1.385, C29 1.384, H61 1.081
32 C 1.552 0.788 2.306  C24 1.390, C34 1.384, H44 1.078
33 C -1.342 -0.963 -0.634  O8 1.413, C12 1.543, C23 1.534, H39 1.098
34 C 0.613 0.859 1.292  C19 1.386, C32 1.384, H48 1.079
35 C 2.308 0.386 -3.388  N10 1.442, C21 1.521, C30 1.542, H56 1.101
36 C -5.958 -0.120 -2.062  O2 1.359, C22 1.402, C27 1.383
37 C -0.925 -0.436 2.593  C11 1.377, C19 1.390, H46 1.079
38 C -3.890 0.075 -0.177  O6 1.357, C13 1.395, C15 1.399
39 H -1.532 -1.882 -0.063  C33 1.098
40 H -1.462 1.167 -0.329  C12 1.100
41 H 6.084 -0.507 -4.680  C14 1.092
42 H 3.324 1.639 4.358  C28 1.095
43 H -7.802 -0.526 -4.703  C20 1.089
44 H 2.507 1.265 2.165  C32 1.078
45 H 4.993 -1.382 -5.775  C14 1.091
46 H -1.887 -0.909 2.713  C37 1.079
47 H -6.484 -1.635 -4.247  C20 1.094
48 H 0.860 1.397 0.389  C34 1.079
49 H -5.384 0.800 1.161  C13 1.078
50 H 2.283 3.603 -0.964  C25 1.081
51 H 3.430 3.829 1.193  C18 1.081
52 H 3.959 0.131 3.638  C28 1.094
53 H 4.612 0.132 -1.835  C26 1.078
54 H 5.737 0.343 0.320  C29 1.080
55 H 1.758 2.377 -2.846  C30 1.091
56 H 1.614 0.515 -4.233  C35 1.101
57 H 3.323 2.257 -3.662  C30 1.093
58 H -6.113 0.039 -4.748  C20 1.094
59 H 2.086 -1.285 -2.132  N10 1.011
60 H 3.866 0.305 5.410  C28 1.089
61 H 5.176 2.202 1.845  C31 1.081
62 H 5.616 0.233 -6.240  C14 1.087
63 H -7.217 0.617 -0.504  C22 1.078
64 H -4.414 -0.883 -3.374  C27 1.078

Mulliken population analysis, charges in e, atoms 1 to 8: Br -0.1698; O -0.4645; O -0.2771; O -0.6831; O -0.5008; O -0.4714; O -0.5952; O -0.4846